<A>
57
Properties=species:S:1:pos:R:3:lowdin_charge:R:1 method="wB97M-V/def2-TZVPD" total_charge=0 e_lumo_ev=-0.47 homo_ev=-10.34 homo_lumo_gap_ev=9.87
O 0.16 2.17 -4.45 -0.091
H 0.79 2.30 -3.71 0.019
H 0.05 1.29 -4.90 0.058
O -2.26 2.56 -2.29 -0.092
H -1.50 2.15 -2.80 0.033
H -1.83 3.44 -2.39 0.049
O 2.65 -2.66 0.32 -0.076
H 2.75 -2.27 -0.60 0.052
H 2.19 -3.46 0.00 0.075
O 0.02 0.97 4.35 -0.040
H 0.94 1.20 4.38 0.023
H -0.21 0.69 5.25 0.061
O -1.91 -2.87 1.12 -0.064
H -2.78 -2.51 1.42 0.019
H -1.37 -2.27 1.67 -0.004
O 0.56 -1.11 -3.80 -0.057
H -0.09 -1.24 -3.14 -0.044
H 1.28 -0.56 -3.54 0.010
O 1.51 -2.41 3.00 -0.068
H 1.67 -2.88 2.18 0.003
H 0.53 -2.29 3.07 -0.021
O -4.94 -1.26 1.08 -0.054
H -4.94 -1.35 0.09 0.054
H -4.00 -1.16 1.25 -0.010
O -1.65 0.53 0.13 -0.085
H -0.89 0.98 0.52 0.034
H -2.24 1.28 -0.12 0.066
O -0.87 -1.72 3.44 -0.033
H -1.03 -0.79 3.40 0.040
H -1.60 -2.11 3.95 0.112
O 0.73 4.80 -0.61 -0.058
H 0.86 4.88 0.34 0.030
H 0.74 3.82 -0.60 0.026
O 0.19 0.27 -1.77 -0.129
H -0.56 0.35 -1.11 -0.008
H 0.77 -0.22 -1.09 0.048
O -2.39 2.02 1.87 -0.054
H -2.09 1.43 2.57 0.037
H -2.78 2.80 2.27 0.060
O 3.24 0.58 3.63 -0.035
H 3.29 1.23 2.94 0.033
H 2.76 -0.18 3.30 0.000
O 3.58 -0.46 -1.46 -0.042
H 4.44 -0.84 -1.12 0.086
H 3.80 -0.43 -2.39 0.044
O 2.75 2.62 -2.46 -0.061
H 3.25 2.89 -1.66 0.058
H 3.17 1.75 -2.65 0.021
O -3.93 -0.92 -2.44 -0.075
H -3.61 -0.81 -3.36 0.056
H -3.09 -1.16 -1.96 0.034
O 1.29 -0.32 1.01 -0.040
H 1.82 -0.96 0.54 -0.012
H 1.25 -0.50 1.94 -0.008
O 0.16 -2.43 -1.75 -0.061
H 0.06 -2.83 -0.86 0.064
H -0.67 -2.03 -2.00 0.021

=====

<B>
57
Properties=species:S:1:pos:R:3:lowdin_charge:R:1 method="wB97M-V/def2-TZVPD" total_charge=0 e_lumo_ev=-0.30 homo_ev=-9.99 homo_lumo_gap_ev=9.68
O -0.23 -1.08 1.22 -0.102
H -0.42 -0.30 1.80 0.046
H -1.05 -1.22 0.69 0.069
O 1.24 -4.46 -1.74 -0.065
H 0.99 -4.61 -0.83 -0.029
H 2.21 -4.42 -1.63 0.060
O 4.57 -0.23 -0.65 -0.109
H 4.93 0.72 -0.78 0.066
H 3.84 -0.24 -1.28 0.005
O -0.23 -4.96 0.41 -0.043
H -1.09 -4.57 0.53 0.042
H 0.37 -4.45 0.97 0.056
O 1.24 2.67 3.90 -0.032
H 0.78 2.00 4.39 0.016
H 2.15 2.39 3.83 0.031
O 1.11 4.46 0.58 -0.040
H 1.70 4.80 1.25 0.042
H 0.39 5.06 0.38 0.043
O -2.86 1.54 -2.44 -0.060
H -3.43 2.26 -2.76 0.076
H -2.64 1.61 -1.50 0.049
O -1.49 -3.18 2.66 -0.087
H -1.39 -4.06 3.07 0.074
H -0.81 -2.47 2.82 0.039
O -1.60 2.84 1.70 -0.057
H -0.82 2.47 1.25 0.030
H -1.17 2.97 2.55 0.029
O -2.64 -0.98 3.70 -0.061
H -3.32 -0.36 3.38 0.004
H -2.61 -1.81 3.21 -0.009
O 1.32 -1.90 -2.74 -0.079
H 0.53 -2.48 -2.86 0.064
H 2.02 -2.52 -2.90 0.038
O 0.96 -0.83 3.29 -0.135
H 1.44 -0.51 4.08 0.049
H 1.61 -0.64 2.44 0.143
O -2.89 -1.52 -2.72 -0.025
H -2.91 -2.42 -2.42 0.049
H -3.56 -1.00 -3.13 0.047
O 1.40 1.21 -0.13 -0.051
H 0.91 2.00 -0.38 -0.027
H 1.11 0.42 -0.56 0.013
O -0.36 2.61 -1.46 -0.084
H 0.36 2.70 -2.07 0.044
H -0.92 2.00 -2.07 0.047
O 1.62 -0.23 -4.61 -0.102
H 0.94 -0.61 -4.02 -0.021
H 1.70 0.62 -4.15 0.022
O -0.75 0.16 -2.79 -0.075
H -1.45 -0.40 -3.20 0.048
H -0.57 -0.24 -1.95 0.018
O 3.82 2.44 -0.89 -0.066
H 3.43 2.99 -0.23 0.017
H 3.16 1.78 -1.18 0.015
O -4.15 1.43 2.44 -0.045
H -3.59 2.14 2.78 0.029
H -3.46 0.81 2.25 -0.014

=====

<A> takes first place; second place is 0.0070 hartree up.